1.
84
Properties=species:S:1:pos:R:3:lowdin_charge:R:1 method="wB97M-V/def2-TZVPD" lumo_energy_ev=0.559 molar_mass_g_mol=667.2 total_charge=0 relative_energy_kcal_mol=0.0 orbital_gap_ev=8.88 e_homo_ev=-8.3230
Zn 0.135 -0.297 0.008 0.56
O -0.992 -1.693 -0.475 -0.27
C -2.363 -1.545 -0.637 -0.46
C -2.814 -0.064 -0.310 -0.04
C -2.143 0.972 -1.170 -0.22
C -2.741 1.567 -2.270 0.00
C -2.002 2.443 -3.049 -0.03
C -0.685 2.716 -2.719 0.00
C -0.136 2.109 -1.601 -0.24
C 1.303 2.306 -1.205 -0.05
C 2.181 1.027 -1.486 -0.46
O 1.892 0.014 -0.571 -0.24
C 3.673 1.359 -1.310 -0.15
C 4.147 2.529 -0.729 -0.05
C 5.511 2.714 -0.500 -0.09
C 6.417 1.726 -0.849 -0.10
C 5.952 0.548 -1.428 -0.08
C 4.597 0.370 -1.654 -0.03
C 1.916 0.633 -2.949 -0.17
C 2.434 1.414 -3.984 -0.04
C 2.141 1.124 -5.308 -0.08
C 1.320 0.046 -5.620 -0.09
C 0.805 -0.737 -4.597 -0.06
C 1.106 -0.449 -3.269 -0.01
N -0.869 1.276 -0.844 0.11
C -2.755 -1.950 -2.067 -0.15
C -1.929 -2.841 -2.747 -0.02
C -2.257 -3.294 -4.018 -0.09
C -3.418 -2.855 -4.641 -0.10
C -4.253 -1.971 -3.972 -0.08
C -3.927 -1.532 -2.695 -0.07
C -3.098 -2.435 0.400 -0.13
C -4.278 -3.130 0.145 -0.02
C -4.874 -3.907 1.134 -0.09
C -4.301 -4.006 2.392 -0.10
C -3.122 -3.318 2.656 -0.08
C -2.530 -2.542 1.670 -0.03
H -2.513 0.097 0.727 0.11
H -3.898 0.016 -0.364 0.12
H -3.770 1.347 -2.517 0.11
H -2.453 2.907 -3.919 0.11
H -0.081 3.381 -3.322 0.12
H 1.361 2.506 -0.131 0.11
H 1.709 3.155 -1.758 0.12
H 3.461 3.320 -0.449 0.10
H 5.858 3.636 -0.047 0.10
H 7.478 1.875 -0.686 0.10
H 6.650 -0.234 -1.701 0.10
H 4.234 -0.550 -2.100 0.13
H 3.076 2.258 -3.750 0.12
H 2.555 1.737 -6.100 0.10
H 1.091 -0.184 -6.653 0.10
H 0.160 -1.576 -4.826 0.09
H 0.696 -1.072 -2.481 0.09
H -1.023 -3.175 -2.256 0.12
H -1.602 -3.996 -4.523 0.10
H -3.677 -3.208 -5.632 0.10
H -5.167 -1.626 -4.442 0.10
H -4.618 -0.872 -2.183 0.11
H -4.739 -3.085 -0.832 0.10
H -5.789 -4.445 0.911 0.10
H -4.768 -4.611 3.160 0.10
H -2.657 -3.391 3.633 0.10
H -1.607 -2.010 1.876 0.07
C 1.559 -2.636 2.198 -0.07
N 2.469 -1.486 2.172 -0.19
C 3.660 -1.730 1.352 -0.06
C 2.017 -0.226 2.395 -0.71
S 0.328 0.113 2.464 0.72
N 2.943 0.726 2.604 -0.17
C 2.641 2.151 2.653 -0.07
C 4.317 0.412 2.982 -0.04
H 2.166 -3.531 2.338 0.09
H 0.997 -2.734 1.264 0.08
H 0.859 -2.553 3.020 0.07
H 3.369 -2.345 0.501 0.10
H 4.436 -2.250 1.919 0.10
H 4.044 -0.804 0.949 0.06
H 1.674 2.348 2.213 0.04
H 3.413 2.693 2.103 0.08
H 2.629 2.502 3.688 0.10
H 4.379 -0.594 3.385 0.09
H 4.622 1.113 3.760 0.09
H 5.007 0.515 2.142 0.09

---

2.
86
Properties=species:S:1:pos:R:3:lowdin_charge:R:1 method="wB97M-V/def2-TZVPD" lumo_energy_ev="-3.738 / -3.743" molar_mass_g_mol=752.1 total_charge=+1 orbital_gap_ev="6.35 / 6.34" e_homo_ev="-10.0846 / -10.0834"
Pd -0.197 0.083 0.112 0.59
C -1.000 -3.821 -0.483 -0.28
C -1.214 -3.557 1.008 -0.28
P -1.138 -1.760 1.535 1.08
C -2.851 -1.402 2.022 -0.36
C -3.497 -0.343 1.391 -0.10
C -4.814 -0.050 1.696 -0.06
C -5.489 -0.812 2.637 -0.06
C -4.847 -1.864 3.273 -0.06
C -3.532 -2.163 2.968 -0.10
C -0.157 -1.897 3.056 -0.37
C 1.148 -2.366 2.919 -0.11
C 2.006 -2.374 4.001 -0.07
C 1.580 -1.871 5.220 -0.06
C 0.291 -1.380 5.355 -0.06
C -0.582 -1.398 4.284 -0.08
C 0.407 -3.487 -0.983 -0.31
P 0.631 -1.684 -1.341 1.03
C 2.307 -1.631 -2.060 -0.36
C 2.572 -1.077 -3.309 -0.09
C 3.876 -0.943 -3.748 -0.06
C 4.931 -1.318 -2.932 -0.07
C 4.681 -1.849 -1.675 -0.07
C 3.377 -1.998 -1.239 -0.11
C -0.563 -1.509 -2.711 -0.37
C -0.402 -2.121 -3.951 -0.09
C -1.390 -2.008 -4.914 -0.06
C -2.550 -1.297 -4.648 -0.06
C -2.727 -0.700 -3.409 -0.07
C -1.738 -0.808 -2.447 -0.14
H -1.743 -3.271 -1.070 0.10
H -1.176 -4.886 -0.658 0.12
H -0.471 -4.111 1.586 0.09
H -2.205 -3.924 1.290 0.09
H -2.944 0.256 0.662 0.08
H -5.316 0.769 1.204 0.11
H -6.516 -0.587 2.878 0.11
H -5.373 -2.452 4.010 0.11
H -3.031 -2.979 3.471 0.11
H 1.491 -2.704 1.948 0.08
H 3.011 -2.758 3.894 0.11
H 2.258 -1.847 6.059 0.11
H -0.028 -0.967 6.300 0.11
H -1.579 -0.998 4.390 0.11
H 0.602 -4.017 -1.921 0.10
H 1.157 -3.802 -0.255 0.08
H 1.756 -0.736 -3.930 0.10
H 4.069 -0.544 -4.733 0.12
H 5.946 -1.175 -3.267 0.11
H 5.502 -2.131 -1.030 0.11
H 3.186 -2.365 -0.237 0.10
H 0.498 -2.680 -4.169 0.11
H -1.249 -2.478 -5.876 0.11
H -3.315 -1.213 -5.405 0.11
H -3.633 -0.153 -3.190 0.11
H -1.875 -0.332 -1.465 0.06
O -0.518 0.613 2.343 -0.28
N -0.624 1.854 2.619 -0.01
N -0.552 2.678 1.667 -0.24
O -0.470 2.337 0.415 -0.19
C -0.560 4.052 1.998 -0.18
C 0.059 4.966 1.158 -0.01
C 0.056 6.304 1.508 -0.07
C -0.566 6.722 2.673 -0.08
C -1.184 5.800 3.502 -0.07
C -1.180 4.457 3.174 -0.02
H 0.536 4.620 0.254 0.11
H 0.532 7.030 0.870 0.10
H -0.576 7.770 2.928 0.11
H -1.680 6.138 4.398 0.11
H -1.651 3.717 3.800 0.11
C 4.477 2.417 -2.065 -0.01
C 3.023 2.142 -2.121 -0.29
C 2.026 2.671 -2.914 0.03
C 0.838 2.034 -2.527 -0.33
N 1.102 1.168 -1.558 -0.03
N 2.419 1.253 -1.306 0.05
C -0.538 2.254 -3.038 -0.01
H 4.843 2.732 -3.039 0.09
H 5.018 1.524 -1.761 0.07
H 4.685 3.207 -1.344 0.09
H 2.140 3.437 -3.651 0.11
H 2.855 0.666 -0.604 0.16
H -0.611 3.236 -3.502 0.09
H -1.236 2.186 -2.205 0.07
H -0.808 1.507 -3.783 0.07